The following is a quantum chemistry calculation of a structure of composition C48H60N5O2P2Rb at a distorted geometry, from the Open Molecules 2025 dataset.

XYZ file:
```
118
Properties=species:S:1:pos:R:3:forces:R:3:mulliken_charge:R:1
Rb 0.13828 0.20868 0.95302 0.2 -0.3 -0.1 0.570
C 0.06667 -3.81234 2.14114 0.2 -0.5 -0.3 -0.885
C 0.81762 -4.43108 0.91510 0.6 -0.3 0.2 0.598
C 0.47243 -5.94102 0.79880 -0.9 1.6 0.3 -1.762
P 0.53217 -3.35864 -0.63769 -0.7 -0.2 -0.3 0.834
C 0.17034 -4.64775 -2.03158 0.2 0.6 0.0 0.355
C -0.59848 -3.88055 -3.14095 0.1 0.0 -0.2 -1.034
C 1.32783 -5.51197 -2.62868 -1.0 -0.3 -0.4 -1.600
C 2.18161 -2.81613 -1.14849 0.7 -0.1 -0.1 1.098
C 3.19007 -3.78181 -1.01268 0.5 0.6 -0.9 -0.719
C 4.48221 -3.61581 -1.51066 -0.6 0.2 0.1 -1.284
C 4.73870 -2.48209 -2.30372 -0.2 0.0 1.0 -0.626
C 3.77625 -1.51995 -2.47448 -1.4 0.7 0.3 -0.426
C 2.46812 -1.55593 -1.79197 0.6 0.0 -0.3 -0.562
N 1.56163 -0.53218 -1.82469 -0.2 -1.2 0.5 0.068
C 1.89972 0.67924 -2.30588 0.6 0.5 -0.5 -0.667
C 3.15481 1.27382 -1.95517 -0.3 0.0 -0.1 -0.667
C 3.73624 2.27825 -2.71007 -0.6 -0.3 0.4 -0.658
C 2.97834 2.78447 -3.76082 -0.3 0.9 -0.9 -0.966
C 1.65673 2.37198 -4.02289 0.5 -0.3 1.2 -0.029
C 1.05720 1.38402 -3.22685 1.1 -0.3 -0.8 0.671
P -0.60170 0.71450 -3.56576 -0.2 -1.1 -0.2 0.495
C -0.85244 1.06280 -5.40581 0.0 0.5 -0.3 0.458
C -2.28169 0.68731 -5.92502 0.8 -0.1 1.3 -1.629
C 0.18326 0.21162 -6.18429 -0.4 -0.4 0.2 -1.475
C -1.56167 1.97528 -2.61844 -0.3 0.3 0.4 1.293
C -2.75651 1.34870 -1.82155 0.3 1.2 -0.6 -1.255
C -1.93840 3.23292 -3.40711 0.2 0.2 0.1 -1.752
H -0.05893 -4.53233 2.97306 0.2 0.0 -0.4 0.418
H -0.94200 -3.47972 1.86335 0.3 0.1 0.0 0.062
H 0.66136 -3.00273 2.55886 -0.1 0.3 0.0 0.085
H 1.91213 -4.38578 1.08002 -0.6 0.2 0.3 0.327
H -0.60411 -6.01312 0.63527 -0.2 -0.2 0.2 0.336
H 0.71325 -6.39682 1.75461 0.1 -0.4 -0.1 0.476
H 0.92065 -6.41809 -0.04254 0.7 -0.5 -0.4 0.359
H -0.52892 -5.28215 -1.50256 -0.3 -0.5 -0.1 0.429
H -0.72796 -4.51969 -4.04486 0.2 0.4 0.4 0.404
H -0.07730 -2.94082 -3.41586 -0.1 -0.5 0.0 0.123
H -1.61016 -3.55923 -2.83467 0.4 -0.2 0.1 0.113
H 1.97591 -4.92708 -3.28212 0.3 0.3 0.4 0.317
H 0.92351 -6.28231 -3.34635 0.0 0.5 0.8 0.387
H 1.90713 -6.03450 -1.85101 -0.1 0.3 -0.5 0.328
H 2.92202 -4.74140 -0.59662 0.2 0.1 0.4 0.199
H 5.22871 -4.34861 -1.25738 0.3 -0.1 -0.2 0.426
H 5.73769 -2.23408 -2.63591 0.1 -0.4 -0.4 0.333
H 3.98327 -0.63431 -3.09306 0.0 -0.6 0.4 0.301
H 3.63489 0.77158 -1.13128 0.5 0.1 0.1 0.946
H 4.75286 2.65728 -2.52249 -0.6 -0.2 0.0 0.384
H 3.41658 3.59914 -4.33234 -0.1 -0.1 -0.2 0.292
H 1.06863 2.75810 -4.84766 0.3 0.4 0.0 0.290
H -0.67992 2.13897 -5.57607 -0.1 -0.3 -0.2 0.261
H -2.35707 -0.40797 -5.82029 -0.3 0.4 -0.2 0.341
H -2.44373 1.00647 -6.95066 0.2 -0.1 -0.2 0.442
H -3.06040 1.16491 -5.31884 0.1 -0.2 0.0 0.338
H 0.19371 -0.79860 -5.71240 0.0 0.5 -0.5 0.252
H 1.20643 0.58899 -6.13683 -0.1 0.1 0.1 0.294
H -0.11109 0.12840 -7.25436 0.2 0.0 0.6 0.427
H -0.83734 2.33790 -1.86855 -0.2 -0.3 -0.1 -0.463
H -3.39061 2.22883 -1.58460 0.0 -0.7 0.4 0.456
H -2.37830 0.86723 -0.90864 -0.4 0.1 -0.3 0.203
H -3.35617 0.64582 -2.41931 0.3 0.1 0.1 0.309
H -2.77265 3.06525 -4.08529 -0.3 0.1 0.1 0.293
H -1.12249 3.58689 -4.03890 0.2 -0.1 0.1 0.344
H -2.13723 4.06232 -2.71442 -0.3 -0.2 -0.2 0.464
C 2.89541 3.13510 1.92397 -0.3 -0.8 0.1 -1.144
O 1.50970 2.74044 1.60357 1.0 1.0 -0.3 0.061
C 0.81921 3.76548 0.98938 -1.1 0.0 0.8 0.423
C 1.45989 4.74217 0.25477 0.4 0.5 -0.7 0.025
C 0.79110 5.90806 -0.12642 -0.4 0.0 0.4 -0.887
C -0.52068 6.13225 0.30663 0.2 0.2 -0.5 -0.671
C -1.19627 5.15704 1.00390 0.7 -1.2 -0.1 -0.415
C -0.57781 3.90320 1.27343 1.3 2.1 -1.0 -0.115
N -1.29053 2.85731 1.77716 -1.2 -0.7 1.4 0.469
N -2.30272 3.29355 2.44025 1.0 -0.5 -0.4 -0.460
C -3.15351 2.42377 3.00333 -0.4 -1.7 -0.2 -0.179
C -3.14479 0.97167 2.77883 0.1 1.1 -0.4 0.378
O -2.46140 0.36684 1.91456 -0.3 0.1 0.6 -0.072
C -4.09017 0.24755 3.60265 0.0 -1.1 -0.1 -0.903
C -5.06420 0.80956 4.33892 -0.8 0.0 0.5 -0.569
C -5.19299 2.23246 4.46618 0.1 0.9 0.2 0.806
C -6.17557 2.89062 5.28694 0.8 -0.7 -1.1 -0.955
C -6.17723 4.26884 5.35436 -0.2 -0.2 0.4 -0.387
C -5.15749 5.02122 4.74622 0.3 0.2 -0.1 -0.702
C -4.14046 4.38392 4.05704 -1.3 1.1 0.3 -0.442
C -4.19387 3.02057 3.80489 0.1 -1.1 0.7 0.604
H 2.94773 4.17236 2.28751 -0.2 -0.2 -0.4 0.444
H 3.59135 2.96090 1.07081 -0.6 0.2 0.5 0.221
H 3.18708 2.49166 2.75506 0.0 -0.2 -0.2 0.310
H 2.49382 4.56882 -0.06676 -0.5 0.2 0.2 0.283
H 1.27760 6.68391 -0.70532 0.2 -0.2 -0.1 0.396
H -1.05622 7.03565 0.00659 0.3 -0.1 0.2 0.299
H -2.20662 5.26371 1.36952 -0.1 0.1 -0.3 0.391
H -3.99349 -0.84111 3.55123 -0.1 0.3 0.0 0.313
H -5.80972 0.18228 4.86415 0.6 0.3 -0.3 0.273
H -6.91721 2.26813 5.81013 0.3 0.4 -0.2 0.318
H -6.93102 4.75784 5.95932 0.0 0.1 -0.1 0.346
H -5.14645 6.12367 4.82274 0.0 -0.7 0.1 0.329
H -3.32723 4.94261 3.65147 0.3 0.3 -0.2 0.471
N -3.20843 -2.62738 0.89238 -1.2 0.1 0.5 -0.134
N -3.95991 -2.58912 -0.33961 0.6 -0.3 -0.7 -0.704
H -3.83469 -3.15170 1.52931 0.8 0.5 -0.2 0.255
H -3.11278 -1.66793 1.26410 0.2 -0.5 -0.1 0.067
H -3.28351 -2.67769 -1.11809 -0.6 0.4 0.7 0.253
H -4.50894 -1.73603 -0.43860 0.4 -0.1 0.0 0.248
C 2.78729 -0.16709 3.08789 1.0 -0.1 -1.0 -1.395
C 3.25339 -1.21991 3.86090 -0.9 -0.3 -0.1 1.029
C 2.44832 -1.70567 4.96661 1.2 0.0 -0.1 -0.552
C 2.86989 -2.80552 5.69524 0.7 0.6 -0.9 -0.561
C 4.09590 -3.46023 5.37615 -0.9 0.1 0.5 -0.558
C 4.86645 -3.00082 4.30814 0.2 -0.9 0.7 -0.402
C 4.44939 -1.95316 3.55980 0.2 1.1 -0.9 -0.493
H 2.02909 0.48105 3.45576 -0.7 0.4 0.2 0.500
H 3.30133 0.08122 2.14650 -0.2 0.1 0.5 -0.053
H 1.56153 -1.11423 5.20324 0.0 -0.4 0.1 0.278
H 2.22807 -3.11001 6.49931 0.0 -0.5 0.4 0.367
H 4.41885 -4.33376 5.90618 0.0 -0.3 0.4 0.344
H 5.81763 -3.51907 4.11030 -0.4 0.3 -0.1 0.286
H 5.07421 -1.60010 2.72541 -0.3 -0.1 0.3 0.223
```
Positions in Å, forces in eV/Å.

Values from the calculation:
HOMO level	-0.2	eV
gap between HOMO and LUMO	3.93	eV
spin multiplicity	1
total energy	-81525.469	eV
net charge	-2